Record 1
A cluster of 14 separate species, C53H109N3O27S9 in total at a distorted geometry, computed with ωB97M-V/def2-TZVPD.

Last column: Mulliken charge in e.
Geometry (Å):
C 0.93725 7.25552 3.56576  -1.192
C 1.40419 6.58652 2.29383  0.864
O 1.24108 7.12221 1.19918  -0.658
N 1.98683 5.37032 2.38672  -0.121
C 2.25070 4.52195 1.24876  -0.630
H 1.69720 6.95347 4.29390  0.366
H -0.09966 7.04736 3.81998  0.154
H 0.97435 8.34424 3.57998  0.366
H 1.92127 4.94247 3.29751  0.230
H 3.18469 3.98338 1.38498  0.442
H 2.35052 5.09737 0.32982  0.311
H 1.37249 3.90159 1.05505  -0.190
C -8.85464 1.32771 1.31851  -1.138
C -7.45446 0.77288 1.16156  0.589
O -7.30048 -0.21031 0.43726  -0.720
N -6.42783 1.46728 1.68370  0.158
C -5.05957 1.18124 1.31592  -1.077
H -9.40355 0.60279 1.92227  0.271
H -9.38051 1.40681 0.37293  0.321
H -8.79660 2.30164 1.80541  0.325
H -6.62230 2.08214 2.45353  0.237
H -4.67173 0.31585 1.85433  0.084
H -4.45197 2.07959 1.43074  0.318
H -4.89982 0.95991 0.26039  0.494
C -7.01261 -2.96935 2.30475  -1.173
C -5.77081 -3.26171 1.46836  0.910
O -5.16978 -4.32931 1.59676  -0.706
N -5.31777 -2.27658 0.67098  0.406
C -4.26850 -2.45541 -0.29069  -0.878
H -7.86563 -3.27142 1.68952  0.380
H -7.01761 -1.91438 2.56911  0.212
H -7.14264 -3.63180 3.15700  0.343
H -5.88503 -1.41993 0.68342  -0.033
H -4.58696 -2.22938 -1.31278  0.508
H -3.73094 -3.39549 -0.28960  0.425
H -3.52094 -1.66339 -0.12762  -0.233
C 3.36412 -3.39727 -7.73885  -1.416
C 3.48896 -3.03944 -6.25523  0.060
O 2.13247 -3.05303 -5.78282  -0.364
C 1.93767 -2.67453 -4.53072  0.588
O 2.74455 -2.10813 -3.83005  -0.239
O 0.77506 -3.15944 -4.10659  -0.461
C 0.29022 -2.71267 -2.83460  -0.278
H 4.29907 -3.20955 -8.26828  0.408
H 2.64292 -2.73739 -8.21905  0.321
H 3.04465 -4.43109 -7.84893  0.349
H 3.93744 -2.05037 -6.15901  0.144
H 4.10942 -3.74347 -5.70017  0.315
H 0.69785 -1.77011 -2.48452  -0.013
H 0.48734 -3.45394 -2.05893  0.252
H -0.78827 -2.72241 -2.98667  0.293
C 1.26605 -0.81040 7.03838  -0.995
C 0.06086 -1.71975 6.85691  -0.024
O -0.77888 -1.19788 5.82996  -0.389
C -1.49675 -2.01363 5.08905  0.501
O -1.49777 -3.21245 5.21238  -0.660
O -2.16559 -1.31285 4.18988  0.324
C -3.16202 -2.02526 3.42873  -0.509
H 1.80010 -1.09716 7.94538  0.457
H 1.03552 0.25075 7.13879  0.386
H 1.95786 -0.89452 6.20087  0.004
H -0.56901 -1.68718 7.74773  0.420
H 0.41460 -2.73028 6.67464  0.073
H -2.72786 -2.91314 2.97182  0.483
H -3.42716 -1.37925 2.59635  -0.652
H -4.01263 -2.26148 4.06056  0.499
C 4.89308 -1.65786 4.02810  -0.195
C 3.78858 -0.59342 3.93237  0.946
C 3.97632 0.10336 2.58671  0.598
S 5.80004 0.22081 2.35020  1.256
O 6.21045 1.51531 2.81301  -0.762
O 6.23393 -0.29661 1.06586  -0.625
C 6.22275 -0.98453 3.66859  -1.187
H 4.73263 -2.45721 3.29836  -0.241
H 4.82863 -2.16302 4.99331  0.687
H 3.82086 0.13555 4.74152  0.373
H 2.78805 -1.02836 3.90618  -1.234
H 3.64322 1.13569 2.53670  0.236
H 3.65968 -0.43623 1.69601  -0.644
H 6.46873 -0.38079 4.54484  0.372
H 7.08603 -1.57173 3.37444  0.532
C -0.83422 5.29714 -2.74195  0.292
C -0.88795 5.66775 -1.23306  -0.198
C -2.33294 5.41905 -0.81914  -0.534
S -3.36359 6.02629 -2.13971  1.200
O -3.74413 7.39300 -1.87824  -0.698
O -4.38246 5.05558 -2.44074  -0.671
C -2.04078 5.90925 -3.43315  -1.069
H -0.92233 4.20538 -2.69901  -0.422
H 0.15559 5.49708 -3.14734  0.654
H -0.51220 6.68765 -1.12096  0.477
H -0.17733 5.07991 -0.65141  -0.460
H -2.64908 5.58921 0.20553  0.658
H -2.49751 4.34345 -0.97102  0.013
H -1.91290 6.91137 -3.83693  0.366
H -2.45671 5.25615 -4.19762  0.453
C 0.88823 1.36244 -4.55641  0.835
C 1.31584 2.84073 -4.58714  -0.078
C 2.69489 2.84839 -5.23963  -0.560
S 2.53106 1.60275 -6.58310  1.146
O 3.60053 0.61144 -6.60160  -0.625
O 2.17160 2.33309 -7.78806  -0.738
C 1.06377 0.76094 -5.94577  -0.694
H -0.13054 1.28067 -4.16972  0.216
H 1.47569 0.84127 -3.79483  -0.711
H 1.35550 3.17775 -3.55165  -0.196
H 0.56927 3.46379 -5.08118  0.370
H 3.40429 2.42640 -4.53120  -0.080
H 3.00415 3.79295 -5.67435  0.577
H 1.19321 -0.31699 -5.98794  0.270
H 0.25745 1.02254 -6.63127  0.385
C -3.17595 1.84192 4.72438  -0.669
C -4.26353 2.93920 4.57770  -0.416
C -3.75672 4.15786 3.82919  -0.716
S -1.96389 3.89537 3.47186  0.926
O -1.25225 4.56131 4.54238  -0.749
O -1.67933 4.17852 2.07388  -0.141
C -2.03608 2.09443 3.73774  0.087
H -3.58796 0.83591 4.69029  0.203
H -2.76981 1.88268 5.73882  0.387
H -4.70065 3.12376 5.55803  0.319
H -5.06185 2.43817 4.02453  -0.169
H -3.99049 5.10329 4.31031  0.566
H -4.29258 4.15310 2.87884  0.309
H -1.08787 1.71622 4.11906  0.633
H -2.20928 1.55864 2.80241  -0.616
C 0.42615 -0.35044 1.28376  1.429
C 0.50151 1.20383 1.04647  0.937
C 0.21042 1.46472 -0.40741  0.923
S -1.22543 0.41207 -0.76502  -0.428
O -1.26415 0.08302 -2.16939  0.178
O -2.38789 0.94184 -0.09585  0.077
C -0.57760 -0.95335 0.26919  0.619
H 0.23792 -0.58560 2.33165  -0.506
H 1.37586 -0.84775 1.07565  -0.937
H 1.49343 1.54828 1.32192  0.269
H -0.24451 1.63057 1.71466  -0.971
H 0.97534 1.24676 -1.15686  -0.953
H -0.06433 2.46374 -0.76246  -0.125
H -0.04573 -1.68831 -0.33171  -0.595
H -1.41661 -1.41958 0.78535  -0.048
C 4.93200 -4.82214 -1.38491  -0.905
C 3.54886 -5.49349 -1.46006  -0.501
C 2.79926 -5.02405 -0.22223  -1.091
S 3.28873 -3.30160 0.01883  0.993
O 3.71388 -3.11412 1.38474  -0.786
O 2.35759 -2.35564 -0.57406  -0.160
C 4.69504 -3.36635 -1.12345  0.123
H 5.47140 -5.09502 -2.29187  0.416
H 5.45847 -5.30768 -0.55620  0.331
H 3.62611 -6.57723 -1.53410  0.460
H 3.06215 -5.19467 -2.39501  0.123
H 3.24465 -5.56536 0.61703  0.473
H 1.72647 -5.18641 -0.14519  0.477
H 5.50567 -2.75021 -0.74041  0.471
H 4.30105 -2.86676 -2.01306  -0.462
C 1.39333 -4.05240 5.11332  -1.681
C 1.15087 -3.25742 3.83679  2.017
C 0.31216 -4.08340 2.83671  0.760
S 0.27832 -5.76456 3.49849  1.104
O 1.47508 -6.46196 3.09047  -0.658
O -1.04307 -6.33744 3.25335  -0.714
C 0.42287 -5.22936 5.20685  -0.703
H 1.41760 -3.50720 6.05711  0.692
H 2.39493 -4.49759 5.11036  0.479
H 2.10944 -2.98275 3.39394  -0.145
H 0.65760 -2.30165 4.02373  -1.067
H 0.49507 -4.15794 1.76671  0.346
H -0.73333 -3.77198 2.90057  -1.234
H 0.67984 -6.06992 5.84344  0.680
H -0.57326 -4.84071 5.43407  0.233
C -3.17294 -0.25078 -5.69836  -0.390
C -4.68789 -0.46024 -5.81727  -0.690
C -4.83837 -1.85672 -6.45953  -0.798
S -3.51408 -2.88725 -5.71889  1.217
O -2.81212 -3.58431 -6.77336  -0.697
O -4.05204 -3.61076 -4.57753  -0.647
C -2.59647 -1.48200 -5.03317  0.459
H -2.90885 0.62586 -5.10274  0.159
H -2.64589 -0.09227 -6.64414  0.358
H -5.24726 0.27526 -6.38872  0.431
H -5.09085 -0.47338 -4.80240  0.231
H -4.59254 -1.78625 -7.51985  0.354
H -5.78892 -2.37462 -6.36419  0.445
H -1.54606 -1.74661 -5.15242  -0.185
H -2.81566 -1.45453 -3.96580  -0.220
C 6.37104 1.18752 -2.09631  -0.998
C 5.45904 -0.05098 -2.03622  0.443
C 4.05969 0.42614 -2.20049  0.648
S 3.91642 1.91256 -1.20726  0.841
O 3.53532 1.53838 0.14569  -0.074
O 3.04672 2.83944 -1.91285  -0.707
C 5.69675 2.35276 -1.35079  -0.940
H 6.69430 1.44294 -3.10939  0.380
H 7.35123 0.94670 -1.67791  0.441
H 5.57451 -0.50957 -1.04949  -0.457
H 5.72883 -0.81924 -2.75956  0.534
H 3.25962 -0.27754 -1.97540  -0.852
H 3.95375 0.82496 -3.21353  -0.262
H 6.11010 2.46817 -0.34904  0.373
H 5.75933 3.32734 -1.83031  0.572

Output
- HOMO level: -9.13 eV
- Net charge: 0
- Spin multiplicity: 1
- E_LUMO: -0.011 eV



Record 2
A structure of composition C21H26N5O3S2Sr at a distorted geometry, computed with ωB97M-V/def2-TZVPD.

Last column: natural (NBO) charge in e.
Geometry (Å):
Sr -0.80061 0.59935 -0.19728  1.781
N -1.07447 -0.04626 2.60247  -0.893
C -0.52716 -1.31050 3.07392  -0.214
C -0.49381 -2.33075 1.93136  -0.228
N 0.07178 -1.81295 0.70301  -0.715
C 1.46322 -2.06994 0.39614  -0.229
C 2.40075 -0.96932 0.89286  -0.215
N 1.99746 0.30815 0.31817  -0.898
H -1.19500 0.63234 3.34215  0.357
H -1.97933 -0.18180 2.13938  0.410
H -1.09933 -1.76002 3.90049  0.152
H 0.48878 -1.13300 3.44533  0.161
H -1.52257 -2.63622 1.71716  0.223
H 0.04966 -3.22624 2.27352  0.157
H -0.54820 -1.99499 -0.08910  0.436
H 1.56729 -2.11824 -0.69224  0.226
H 1.79570 -3.03873 0.80417  0.152
H 3.43229 -1.25734 0.63898  0.156
H 2.33783 -0.89796 1.98465  0.164
H 2.07249 0.26934 -0.70266  0.419
H 2.58669 1.07120 0.62476  0.356
S -1.81095 3.54752 -0.65253  -0.465
C -0.76269 3.80932 0.69159  0.077
C -0.58837 5.08993 1.28628  -0.291
C 0.23810 5.24648 2.36688  -0.187
C 0.91962 4.14222 2.89335  -0.342
C 0.71009 2.93123 2.26379  0.047
N -0.08584 2.76226 1.21244  -0.560
H -1.12873 5.92492 0.86042  0.211
H 0.36238 6.22778 2.81493  0.190
H 1.57940 4.22045 3.74693  0.195
H 1.20074 2.02563 2.61380  0.186
O 0.50981 0.74434 -2.07186  -0.722
N 0.48894 0.61297 -3.37603  0.022
C -0.58428 1.10848 -4.03277  0.031
C -0.70172 1.02323 -5.39236  -0.292
C 0.33117 0.39608 -6.09821  -0.209
C 1.41043 -0.09674 -5.41784  -0.261
C 1.54277 -0.00131 -4.00953  0.037
S 2.87656 -0.59930 -3.14166  -0.411
H -1.31273 1.57274 -3.38547  0.237
H -1.57912 1.42759 -5.87477  0.210
H 0.27780 0.29385 -7.17582  0.196
H 2.22325 -0.59005 -5.93245  0.217
O -3.00249 -0.16788 0.37662  -0.926
C -2.95622 -1.22755 -0.38899  0.663
O -1.94792 -1.35899 -1.21383  -0.913
C -3.94518 -2.23843 -0.27939  -0.220
C -5.08027 -2.09669 0.59120  -0.248
C -6.00914 -3.09741 0.72406  -0.257
C -5.90105 -4.31563 0.01656  -0.396
C -4.79799 -4.46130 -0.85515  -0.241
C -3.85893 -3.47335 -1.00830  -0.262
H -5.18500 -1.16876 1.13870  0.205
H -6.85764 -2.94173 1.38692  0.172
H -6.63744 -5.10188 0.13028  0.170
H -4.68902 -5.38085 -1.42619  0.171
H -3.02749 -3.60187 -1.68950  0.208

Output
- HOMO level (alpha / beta): 1.61 / -2.18 eV
- Net charge: -2
- Expectation value of S²: 0.766
- Spin multiplicity: 2
- E_LUMO (alpha / beta): 4.419 / 4.405 eV
- ΔE to the lowest compared entry with this formula, charge and spin: 0.254 eV



> The lowest spin multiplicity belongs to which entry?

C53H109N3O27S9